(one)
Formula: C4H10S2
Source: the OMol25 dataset
Level of theory: ωB97M-V/def2-TZVPD

Geometry as XYZ:
```
16
Properties=species:S:1:pos:R:3
C 1.987 -0.271 1.155
C 2.065 0.647 0.129
S 0.423 -1.690 -1.263
S -0.966 -1.847 0.305
C -1.712 -0.174 0.294
C -2.033 0.435 -1.093
H 1.137 -0.378 0.065
H 1.834 0.161 2.139
H 2.707 -1.079 1.240
H 1.671 1.611 0.430
H 2.694 0.600 -0.749
H -2.583 -0.141 0.928
H -0.961 0.510 0.689
H -2.231 -0.403 -1.755
H -1.119 0.928 -1.440
H -2.914 1.091 -1.073
```

Values from the calculation:
LUMO energy ... -0.036 Ha

---

(two)
Formula: C4H10S2
Source: the OMol25 dataset
Level of theory: ωB97M-V/def2-TZVPD

Geometry as XYZ:
```
16
Properties=species:S:1:pos:R:3
C -1.341 1.816 -0.234
C -0.433 0.813 0.474
C -0.110 -0.527 -0.258
C 1.228 -1.167 0.171
H -1.745 2.495 0.484
H -2.220 1.363 -0.694
H -0.724 2.566 -0.872
H 0.561 1.287 0.704
H -1.032 0.597 1.378
H 0.066 -0.319 -1.321
H -1.211 -2.827 0.362
H 1.384 -2.125 -0.304
H 1.126 -1.462 1.326
H 3.253 -0.817 -1.094
S -1.490 -1.588 -0.084
S 2.687 -0.105 -0.038
```

Values from the calculation:
LUMO energy ... 0.027 Ha

---

(three)
Formula: C4H10S2
Source: the OMol25 dataset
Level of theory: ωB97M-V/def2-TZVPD

Geometry as XYZ:
```
16
Properties=species:S:1:pos:R:3
C 0.029 -1.223 -0.575
C -0.541 -0.828 1.794
C 1.306 1.628 -1.019
C -0.360 -0.245 0.445
S -2.139 0.341 -0.417
S 0.773 1.266 0.670
H -0.076 -0.737 -1.581
H 1.092 -1.451 -0.431
H -0.746 -2.060 -0.497
H -1.399 -0.355 2.351
H 0.330 -0.810 2.539
H -0.779 -1.878 1.640
H 1.849 0.704 -1.285
H 1.831 2.552 -1.093
H 0.366 1.652 -1.650
H -1.537 1.444 -0.890
```

Values from the calculation:
LUMO energy ... 0.026 Ha

---

(four)
Formula: C4H10S2
Source: the OMol25 dataset
Level of theory: ωB97M-V/def2-TZVPD

Geometry as XYZ:
```
16
Properties=species:S:1:pos:R:3
C 1.285 -1.381 -0.832
S 2.504 -0.293 -1.606
S 4.166 -0.001 -0.446
H 0.442 -1.688 -1.414
H 1.834 -2.224 -0.508
H 0.940 -0.868 0.060
H 3.671 -0.514 0.649
C -2.324 0.775 -0.538
C -1.937 0.552 0.934
C -0.709 0.901 1.435
H -1.393 1.404 -0.949
H -3.031 1.545 -0.460
H -2.800 -0.064 -1.046
H -2.524 -0.156 1.575
H -0.076 0.206 2.082
H -0.048 1.807 1.065
```

Values from the calculation:
LUMO energy ... 0.021 Ha

---

Result of the stability comparison: (two) is the most stable of them.

---

(one)
Formula: H24O12
Source: the OMol25 dataset
Level of theory: ωB97M-V/def2-TZVPD

Geometry as XYZ:
```
36
Properties=species:S:1:pos:R:3
H -0.774 0.043 -0.496
H -1.101 -1.412 -0.790
H -5.164 1.222 -0.899
H -3.841 1.515 -1.587
H -0.644 3.631 0.184
H 0.463 4.371 -0.548
H 3.754 -0.455 0.753
H 5.116 -0.098 1.326
H 3.163 0.574 -1.684
H 2.247 0.755 -2.883
H -1.322 3.128 2.153
H -1.815 2.490 3.441
H -4.218 -1.537 0.377
H -3.693 -0.119 0.229
H 3.018 3.371 -1.145
H 1.840 3.156 -0.210
H 3.990 -3.144 -1.965
H 2.693 -2.477 -2.395
H 2.721 -3.240 2.418
H 2.554 -2.558 1.070
H -5.190 -2.409 -1.376
H -5.161 -3.918 -1.557
H 1.208 -1.295 3.014
H 0.429 -2.507 2.530
O -0.360 -0.817 -0.628
O -4.787 1.688 -1.654
O 0.310 3.629 0.047
O 4.585 -0.021 0.526
O 2.390 1.067 -1.983
O -2.103 3.051 2.713
O -3.847 -0.807 0.885
O 2.230 3.807 -0.803
O 3.651 -2.394 -2.467
O 2.994 -3.302 1.496
O -5.731 -3.199 -1.262
O 0.394 -1.787 3.170
```

Values from the calculation:
LUMO energy ... -0.020 Ha

---

(two)
Formula: H24O12
Source: the OMol25 dataset
Level of theory: ωB97M-V/def2-TZVPD

Geometry as XYZ:
```
36
Properties=species:S:1:pos:R:3
O -31.288 12.939 0.258
H -31.707 12.990 -0.601
H -31.322 13.834 0.596
O -28.970 15.625 -0.704
H -28.661 16.521 -0.845
H -29.914 15.714 -0.576
O -27.852 14.262 1.533
H -27.055 14.779 1.421
H -28.411 14.521 0.800
O -27.072 14.058 -1.995
H -27.888 14.447 -1.680
H -26.393 14.441 -1.439
O -29.851 18.088 2.320
H -29.421 17.705 1.555
H -30.467 17.415 2.611
O -27.721 16.001 -4.101
H -28.482 15.642 -3.645
H -27.031 15.352 -3.964
O -30.261 14.443 -3.715
H -30.242 13.567 -4.100
H -30.814 14.353 -2.939
O -27.769 18.665 -2.822
H -27.487 17.857 -3.251
H -27.730 19.329 -3.510
O -28.649 18.398 -0.212
H -28.303 18.673 -1.061
H -28.534 19.162 0.353
O -32.365 15.086 -1.656
H -32.591 15.807 -1.069
H -33.204 14.793 -2.011
O -25.698 16.036 -0.725
H -25.995 16.800 -0.229
H -24.771 16.204 -0.891
O -31.596 15.466 1.709
H -32.241 16.060 1.326
H -31.851 15.395 2.629
```

Values from the calculation:
LUMO energy ... -0.014 Ha

---

(three)
Formula: H24O12
Source: the OMol25 dataset
Level of theory: ωB97M-V/def2-TZVPD

Geometry as XYZ:
```
36
Properties=species:S:1:pos:R:3
O 2.152 -1.537 -1.063
H 1.446 -1.003 -0.824
H 1.946 -1.818 -1.949
O -1.409 -2.304 2.163
H -2.116 -2.345 2.742
H -1.852 -2.187 1.308
O -1.941 0.263 -2.191
H -1.102 0.031 -2.608
H -2.584 0.219 -2.897
O 2.036 -3.740 0.472
H 1.856 -2.904 0.033
H 2.363 -4.246 -0.258
O 0.028 -0.202 0.093
H -0.174 0.716 0.264
H 0.481 -0.492 0.880
O -0.879 0.304 2.690
H -0.929 -0.653 2.580
H -1.745 0.549 2.412
O -1.561 2.800 -2.046
H -1.659 1.890 -2.072
H -1.171 2.972 -1.221
O 1.281 2.477 -1.755
H 1.062 1.643 -2.143
H 1.117 3.153 -2.423
O 1.932 -0.877 1.818
H 1.754 -0.734 2.731
H 2.448 -0.096 1.587
O -2.030 -1.949 -0.589
H -2.943 -1.769 -0.372
H -1.514 -1.142 -0.671
O -0.960 2.772 0.663
H -1.878 2.528 0.752
H -0.590 2.589 1.529
O 2.457 1.594 0.489
H 1.802 2.246 0.176
H 2.866 1.253 -0.310
```

Values from the calculation:
LUMO energy ... -0.007 Ha

---

(four)
Formula: H24O12
Source: the OMol25 dataset
Level of theory: ωB97M-V/def2-TZVPD

Geometry as XYZ:
```
36
Properties=species:S:1:pos:R:3
H -1.017 -0.070 -0.648
H -0.021 0.919 -1.167
H -0.675 0.007 -5.063
H -0.533 -0.692 -3.719
H -4.100 3.486 1.763
H -4.678 2.282 1.197
H 1.794 0.974 -1.805
H 2.593 0.645 -3.104
H -1.103 2.021 1.319
H -2.309 1.198 1.603
H -0.685 -3.282 -1.252
H 0.666 -3.986 -1.361
H 0.401 -0.901 -1.143
H 1.199 -1.979 -0.317
H -0.824 0.896 3.932
H -1.497 -0.309 4.624
H 2.792 0.372 2.841
H 1.696 -0.424 2.411
H 0.937 2.099 2.046
H 1.312 3.151 2.967
H 2.839 -0.798 -1.037
H 4.284 -0.861 -1.495
H -0.777 -2.478 -2.752
H -2.115 -2.554 -2.080
O -0.462 0.592 -0.356
O -1.164 -0.600 -4.511
O -3.940 2.825 1.045
O 1.761 0.418 -2.542
O -1.369 1.236 1.787
O -0.065 -3.800 -0.764
O 0.579 -1.168 -0.286
O -0.919 0.480 4.736
O 2.015 0.408 2.261
O 1.598 2.321 2.733
O 3.651 -0.414 -0.934
O -1.708 -2.262 -2.890
```

Values from the calculation:
LUMO energy ... -0.005 Ha

---

Result of the stability comparison: (two) is the most stable of them.

---

(one)
Formula: C3H5ClN2
Source: the OMol25 dataset
Level of theory: ωB97M-V/def2-TZVPD

Geometry as XYZ:
```
11
Properties=species:S:1:pos:R:3
C -1.599 0.541 0.168
C -0.389 1.000 0.097
C 1.346 -0.857 -0.284
H -2.289 0.963 0.834
H -0.091 1.848 0.695
H 1.394 1.119 -1.060
H 2.461 -0.998 -0.568
H -0.215 -1.293 0.621
N 0.796 0.417 -0.544
N 0.783 -1.785 0.404
Cl -2.196 -0.955 -0.362
```

Values from the calculation:
LUMO energy ... 0.027 Ha

---

(two)
Formula: C3H5ClN2
Source: the OMol25 dataset
Level of theory: ωB97M-V/def2-TZVPD

Geometry as XYZ:
```
11
Properties=species:S:1:pos:R:3
C 1.343 0.872 -0.158
C 0.070 0.055 -0.281
C -1.169 0.548 -0.068
H 1.592 -1.595 -0.295
H 3.555 -1.205 0.804
H 1.271 2.032 0.015
H 0.085 -0.920 -0.740
H -1.076 1.577 0.342
N 2.749 -0.903 -0.044
N 2.590 0.383 0.225
Cl -2.604 -0.299 0.097
```

Values from the calculation:
LUMO energy ... 0.002 Ha

---

Result of the stability comparison: (one) is the most stable of them.

---

(one)
Formula: C4H11NO3
Source: the OMol25 dataset
Level of theory: ωB97M-V/def2-TZVPD

Geometry as XYZ:
```
19
Properties=species:S:1:pos:R:3
C -0.516 0.511 -0.387
O -1.928 0.451 -0.576
C -0.005 -0.870 0.177
C 1.436 -0.956 0.725
C 2.279 0.412 0.882
O 3.571 0.118 1.147
N -0.983 -1.284 1.221
H -0.348 1.377 0.272
H -0.112 0.626 -1.419
H -0.097 -1.532 -0.718
H 2.021 -1.647 0.154
H 1.358 -1.350 1.752
H 2.124 0.958 -0.113
H 1.705 1.071 1.551
H -0.885 -0.561 1.945
H -1.869 -1.026 0.788
H -2.126 1.530 -3.026
H -2.649 0.939 -1.690
O -2.976 1.234 -2.686
```

Values from the calculation:
Charge ... -2
LUMO energy ... 0.244 Ha

---

(two)
Formula: C4H11NO3
Source: the OMol25 dataset
Level of theory: ωB97M-V/def2-TZVPD

Geometry as XYZ:
```
19
Properties=species:S:1:pos:R:3
C -0.361 0.111 0.792
C 1.159 0.246 0.644
C 1.947 -1.058 1.000
O 3.284 -0.973 0.911
N -1.162 0.207 -0.480
C -2.274 1.223 -0.416
O -3.432 0.787 0.096
H -0.688 0.939 1.416
H -0.629 -0.811 1.315
H 1.367 0.417 -0.418
H 1.584 1.070 1.224
H 1.588 -1.330 2.040
H 1.467 -1.835 0.345
H -1.613 -0.698 -0.561
H -2.395 1.562 -1.484
H -1.823 2.074 0.149
H 1.405 -0.852 -2.074
H 0.027 -0.220 -1.980
O 0.551 -0.857 -2.520
```

Values from the calculation:
Charge ... -2
LUMO energy ... 0.257 Ha

---

Result of the stability comparison: (two) is the most stable of them.

---

(one)
Formula: C4H5FO
Source: the OMol25 dataset
Level of theory: ωB97M-V/def2-TZVPD

Geometry as XYZ:
```
11
Properties=species:S:1:pos:R:3
C 1.335 0.826 0.155
C -0.805 -0.134 -0.768
C -0.863 -0.394 0.673
C 0.446 -0.417 0.055
O 2.522 0.893 0.029
F 1.012 -1.638 -0.116
H 0.594 1.572 0.203
H -1.053 -0.817 -1.734
H -0.795 0.936 -0.972
H -1.231 0.447 1.290
H -1.162 -1.275 1.185
```

Values from the calculation:
LUMO energy ... 0.030 Ha

---

(two)
Formula: C4H5FO
Source: the OMol25 dataset
Level of theory: ωB97M-V/def2-TZVPD

Geometry as XYZ:
```
11
Properties=species:S:1:pos:R:3
C 0.923 -0.469 0.380
C 0.770 0.904 -0.170
C -0.269 -0.192 -0.438
C -1.655 -0.159 0.118
H 0.906 -0.649 1.408
H 0.532 1.769 0.420
H 1.459 1.095 -1.007
H -0.220 -0.611 -1.456
H -1.765 0.485 1.000
O -2.596 -0.899 -0.137
F 1.915 -1.274 -0.120
```

Values from the calculation:
LUMO energy ... 0.027 Ha

---

(three)
Formula: C4H5FO
Source: the OMol25 dataset
Level of theory: ωB97M-V/def2-TZVPD

Geometry as XYZ:
```
11
Properties=species:S:1:pos:R:3
C -0.001 0.131 -0.977
C -0.454 -1.025 -1.430
C -0.034 0.798 0.365
C 0.325 0.078 1.464
H -0.165 -1.237 -2.476
H -1.025 -1.614 -0.909
H 0.326 1.805 0.477
H 0.648 -0.955 1.540
H 0.541 0.702 2.397
O -1.096 0.358 1.146
F 0.934 0.958 -1.596
```

Values from the calculation:
LUMO energy ... 0.039 Ha

---

(four)
Formula: C4H5FO
Source: the OMol25 dataset
Level of theory: ωB97M-V/def2-TZVPD

Geometry as XYZ:
```
11
Properties=species:S:1:pos:R:3
F -1.019 0.100 1.488
O -1.200 2.149 0.420
C -1.056 0.860 0.162
C 0.076 0.378 -0.456
H -2.127 2.409 0.350
H 0.661 1.115 -1.003
C 0.826 -0.620 0.351
C 0.695 -1.717 -0.458
H 1.822 -0.294 0.656
H -0.255 -2.239 -0.570
H 1.578 -2.140 -0.940
```

Values from the calculation:
LUMO energy ... 0.000 Ha

---

Result of the stability comparison: (two) is the most stable of them.

---

(one)
Formula: CH7NO
Source: the OMol25 dataset
Level of theory: ωB97M-V/def2-TZVPD

Geometry as XYZ:
```
10
Properties=species:S:1:pos:R:3
C 0.618 0.722 -0.447
N 0.282 -0.136 -1.606
H 0.109 0.544 0.524
H 1.758 0.436 -0.157
H 0.635 1.789 -0.814
H -0.768 -0.150 -1.687
H 0.486 -1.091 -1.398
H -1.167 -0.572 2.604
H -0.584 -0.955 1.285
O -1.370 -0.587 1.697
```

Values from the calculation:
LUMO energy ... 0.029 Ha

---

(two)
Formula: CH7NO
Source: the OMol25 dataset
Level of theory: ωB97M-V/def2-TZVPD

Geometry as XYZ:
```
10
Properties=species:S:1:pos:R:3
C -1.540 -0.610 -0.025
H -1.879 -0.990 0.949
H -0.668 -1.204 -0.324
H -2.342 -0.768 -0.761
H -1.124 1.119 -0.736
H 2.617 0.900 0.196
H 1.632 -0.232 -0.379
H 2.722 -0.656 0.750
N 2.596 -0.084 -0.099
O -1.237 0.759 0.143
```

Values from the calculation:
LUMO energy ... 0.030 Ha

---

Result of the stability comparison: (two) is the most stable of them.